No. 1
Molecular formula: C31H49BClO2PPt
Method: DFT, ωB97M-V with the def2-TZVPD basis set

The geometry in XYZ format:
```
86
Properties=species:S:1:pos:R:3:forces:R:3:mulliken_spin:R:1
Pt 0.679 0.883 -0.011 0.410 0.747 -1.021 0.86
P -0.508 -0.980 0.290 -0.665 -0.400 -0.093 0.16
Cl 2.228 -0.441 2.297 0.822 0.354 0.485 0.13
C 0.581 0.822 -2.406 1.216 -1.673 -1.006 0.79
H 0.016 -0.058 -2.721 0.280 0.148 0.018 0.04
H 1.661 0.736 -2.578 -0.309 -0.050 -0.201 0.00
C -1.135 -1.002 2.030 0.207 -0.371 -0.277 0.08
C 0.598 -2.451 -0.011 -0.174 0.139 0.417 -0.07
C -2.311 -1.926 2.368 -0.036 -0.079 0.181 0.03
H -0.239 -1.353 2.570 -0.264 0.046 -0.006 0.04
C -2.503 -1.958 3.892 0.052 -0.003 0.016 0.01
H -3.230 -1.556 1.887 0.213 -0.057 0.136 0.00
H -2.149 -2.948 1.996 -0.025 0.281 0.109 -0.01
C -2.643 -0.560 4.513 -0.099 0.026 -0.032 0.00
H -3.383 -2.564 4.136 0.132 0.062 0.039 0.00
H -1.633 -2.458 4.340 -0.092 0.021 -0.068 0.00
C -1.561 0.419 4.046 -0.030 -0.103 -0.166 0.01
H -3.628 -0.150 4.250 0.081 -0.037 -0.001 0.00
H -2.617 -0.642 5.605 -0.079 -0.006 -0.103 0.00
C -1.430 0.421 2.518 0.035 0.136 0.344 -0.01
H -1.792 1.433 4.396 0.036 -0.149 0.024 0.00
H -0.590 0.139 4.478 -0.110 0.042 -0.063 0.00
H -2.371 0.771 2.067 0.157 0.006 0.041 -0.01
H -0.635 1.119 2.205 -0.257 -0.270 0.079 0.00
C -1.949 -1.093 -0.890 0.289 -0.319 0.022 0.06
C 0.858 -2.646 -1.511 -0.111 0.006 -0.192 0.03
H 1.544 -2.131 0.461 -0.308 -0.072 -0.224 0.03
C 1.833 -3.802 -1.771 -0.041 0.115 0.159 0.01
H -0.091 -2.852 -2.031 0.225 -0.022 0.060 -0.01
H 1.255 -1.721 -1.951 -0.076 -0.184 0.195 -0.01
C 1.400 -5.089 -1.063 -0.038 0.043 0.011 0.00
H 1.923 -3.964 -2.851 0.021 -0.009 0.148 0.00
H 2.825 -3.506 -1.405 -0.068 -0.058 -0.039 0.00
C 1.178 -4.860 0.435 0.008 0.077 0.000 0.00
H 0.467 -5.454 -1.513 0.050 0.026 0.021 0.00
H 2.153 -5.869 -1.219 -0.095 0.047 0.022 0.00
C 0.163 -3.742 0.696 -0.061 -0.180 -0.106 0.03
H 0.839 -5.781 0.923 0.089 0.064 -0.077 0.00
H 2.132 -4.577 0.901 -0.072 -0.061 -0.034 0.00
H -0.830 -4.058 0.342 0.245 0.004 0.102 -0.01
H 0.074 -3.572 1.779 0.033 0.000 -0.228 0.00
C -3.011 -0.018 -0.627 -0.096 0.105 0.048 0.01
H -1.480 -0.853 -1.860 -0.165 -0.114 0.266 0.01
C -4.034 0.021 -1.771 0.085 -0.057 0.033 0.00
H -3.524 -0.232 0.324 0.045 0.019 -0.244 0.00
H -2.554 0.973 -0.516 -0.106 -0.341 0.027 -0.01
C -4.664 -1.352 -2.034 0.003 -0.015 0.099 0.00
H -4.814 0.754 -1.533 0.085 -0.094 -0.092 0.00
H -3.533 0.373 -2.685 -0.033 -0.043 0.134 0.00
C -3.613 -2.459 -2.183 0.022 0.007 0.016 0.00
H -5.332 -1.603 -1.199 0.071 0.007 -0.049 0.00
H -5.288 -1.308 -2.934 0.039 -0.022 0.117 0.00
C -2.609 -2.473 -1.022 -0.193 -0.038 -0.030 0.03
H -4.100 -3.438 -2.254 0.019 0.139 -0.050 0.00
H -3.060 -2.307 -3.121 -0.050 -0.022 0.101 0.00
H -3.125 -2.728 -0.083 0.068 0.053 -0.240 0.00
H -1.866 -3.262 -1.197 -0.241 0.263 0.025 -0.01
C -0.243 2.434 -1.080 -1.339 0.925 -1.469 0.60
C -0.026 2.142 -2.659 -0.225 0.631 2.033 -0.18
H -1.303 2.209 -0.877 0.320 0.347 0.037 -0.07
C 0.907 3.135 -3.363 0.153 -0.189 0.168 0.08
H -1.002 2.081 -3.161 0.251 -0.024 0.072 -0.02
C 1.962 3.660 -2.379 -0.073 0.154 -0.190 0.03
H 1.377 2.627 -4.218 -0.055 0.088 0.141 -0.01
H 0.344 3.985 -3.773 0.058 -0.085 0.146 0.00
C 1.271 4.516 -1.322 0.071 0.293 0.050 0.00
H 2.510 2.836 -1.901 -0.150 -0.035 -0.100 0.00
H 2.709 4.266 -2.911 -0.109 -0.092 0.091 0.00
C 0.126 3.807 -0.572 -0.228 0.419 0.284 0.13
H 1.997 4.893 -0.590 -0.016 -0.014 -0.181 0.00
H 0.848 5.399 -1.827 0.222 -0.138 0.088 0.00
H 0.372 3.760 0.500 -0.178 0.007 -0.243 0.00
H -0.779 4.422 -0.657 0.095 0.183 0.159 0.03
O 2.423 2.347 2.015 2.056 1.090 -0.223 0.14
B 2.392 1.089 1.210 -0.952 -0.850 -0.458 0.40
O 3.654 1.088 0.402 1.391 1.815 0.764 0.16
C 4.252 2.264 0.658 -0.754 -1.619 -0.330 0.15
C 5.420 2.766 0.094 0.561 0.469 -0.261 0.00
C 5.843 4.035 0.483 0.260 -1.088 -0.769 0.08
C 5.152 4.767 1.455 -1.021 0.115 0.861 0.11
C 4.004 4.251 2.062 0.228 0.546 0.017 -0.02
C 3.534 3.010 1.633 -1.405 -0.817 0.492 0.18
H 5.959 2.159 -0.626 -0.038 0.203 0.057 0.00
H 6.741 4.453 0.028 -0.244 -0.107 0.156 0.01
H 5.521 5.755 1.739 -0.169 -0.375 -0.033 0.01
H 3.461 4.778 2.843 0.145 0.015 -0.209 0.00
```
Positions in Å, forces in eV/Å.

* gap between HOMO and LUMO (alpha / beta): 0.20042 / 0.17078 Ha
* LUMO (alpha / beta): 0.61 / -3.25 eV
* multiplicity: 5
* HOMO (alpha / beta): -4.84 / -7.90 eV

---

No. 2
Molecular formula: C31H49BrCaN6O4P2
Method: DFT, ωB97M-V with the def2-TZVPD basis set

The geometry in XYZ format:
```
94
Properties=species:S:1:pos:R:3:forces:R:3:lowdin_charge:R:1
Ca 0.102 -0.256 -0.173 -0.926 -0.209 0.230 1.17
C -2.084 -3.292 -1.680 0.038 -0.116 -0.046 -0.03
C -2.181 -2.420 -0.453 0.131 0.036 -0.052 -0.20
C -2.848 -1.195 -0.566 -0.046 0.243 -0.109 -0.22
C -3.477 -0.808 -1.882 0.151 -0.117 -0.208 -0.06
C -3.077 -0.391 0.566 -0.025 0.044 -0.074 -0.19
C -3.941 0.831 0.382 -0.005 0.037 0.027 -0.03
C -2.658 -0.841 1.825 -0.032 0.101 -0.019 -0.18
C -2.929 -0.087 3.100 0.004 0.108 0.042 -0.03
C -2.051 -2.099 1.945 0.124 -0.080 0.052 -0.20
C -1.871 -2.653 3.335 0.067 -0.037 0.017 -0.04
C -1.756 -2.868 0.809 0.076 -0.070 0.003 -0.19
C -1.089 -4.214 0.957 0.107 -0.030 0.017 -0.03
H -1.333 -2.932 -2.386 0.036 0.075 -0.048 0.07
H -3.031 -3.295 -2.214 -0.068 -0.034 -0.012 0.09
H -1.856 -4.325 -1.440 -0.016 -0.010 -0.022 0.08
H -4.478 -1.237 -1.948 -0.095 -0.048 0.000 0.11
H -2.901 -1.170 -2.734 -0.132 0.077 0.183 0.05
H -3.583 0.265 -1.992 -0.007 0.056 -0.005 0.04
H -3.488 1.561 -0.288 0.052 0.049 -0.042 0.05
H -4.181 1.338 1.306 -0.013 0.033 0.083 0.07
H -4.887 0.543 -0.075 -0.079 -0.028 -0.016 0.10
H -3.567 -0.667 3.767 -0.048 -0.025 0.007 0.10
H -3.417 0.866 2.945 -0.025 0.031 -0.004 0.06
H -2.004 0.101 3.650 0.002 0.002 -0.007 0.08
H -1.362 -1.961 4.005 0.039 0.023 0.006 0.08
H -1.336 -3.595 3.353 0.053 -0.093 -0.006 0.07
H -2.850 -2.840 3.780 -0.034 -0.010 -0.005 0.11
H -1.792 -4.978 1.288 -0.086 -0.030 0.022 0.11
H -0.283 -4.191 1.689 0.008 0.003 0.018 0.07
H -0.655 -4.561 0.024 0.006 0.003 0.057 0.06
O -0.430 1.670 -7.369 -0.020 -0.232 -0.082 0.12
C -0.575 0.974 -6.236 0.002 0.083 -0.164 -0.29
C -0.572 -0.421 -6.169 -0.020 0.110 0.195 0.03
C -0.715 -1.016 -4.934 -0.004 0.032 -0.138 -0.14
N -0.873 -0.339 -3.791 0.080 -0.031 0.077 -0.01
C -0.896 0.966 -3.910 0.034 0.220 0.035 -0.69
Br -1.171 1.928 -2.270 0.065 0.029 0.128 0.84
C -0.742 1.707 -5.062 -0.048 -0.332 0.076 -0.02
H -0.379 1.083 -8.140 0.008 0.150 0.149 0.14
H -0.464 -1.023 -7.057 0.025 -0.080 -0.122 0.13
H -0.706 -2.093 -4.852 0.006 -0.125 0.016 0.12
H -0.777 2.781 -5.081 0.004 0.181 0.012 0.12
C -0.870 4.075 3.562 -0.132 0.062 0.202 -0.17
N -1.443 4.332 2.244 0.020 -0.024 0.002 -0.14
C -0.599 5.294 1.544 -0.096 0.211 -0.054 -0.17
N 0.796 4.881 1.440 0.020 -0.025 -0.004 -0.14
C 1.302 4.614 2.784 0.163 0.138 0.113 -0.18
N 0.519 3.630 3.524 0.020 -0.008 -0.015 -0.14
C 0.645 2.304 2.948 0.110 -0.162 -0.012 -0.32
P 0.025 2.242 1.198 -0.056 0.262 0.099 0.93
C -1.596 3.107 1.483 -0.047 0.003 -0.130 -0.33
C 0.953 3.729 0.572 0.166 -0.070 -0.112 -0.33
H -1.473 3.325 4.077 -0.006 0.015 0.011 0.13
H -0.912 5.004 4.134 -0.003 -0.027 0.000 0.14
H -0.632 6.236 2.093 -0.005 0.002 -0.017 0.14
H -1.002 5.463 0.543 0.000 0.019 -0.005 0.13
H 1.280 5.551 3.343 0.017 -0.018 -0.014 0.14
H 2.338 4.276 2.720 0.008 0.005 0.001 0.13
H 0.092 1.578 3.552 0.011 0.041 -0.016 0.08
H 1.696 1.994 2.955 -0.073 0.013 0.029 0.09
H -2.267 2.429 2.010 -0.013 -0.005 0.015 0.06
H -2.056 3.334 0.515 0.014 -0.009 0.063 0.08
H 0.607 3.973 -0.439 0.026 -0.007 0.081 0.08
H 2.018 3.477 0.504 -0.093 0.045 0.006 0.08
C 4.382 -1.516 -3.629 0.039 -0.044 0.040 -0.09
O 3.595 -1.217 -2.452 0.088 0.071 0.259 -0.34
P 2.057 -0.823 -2.619 0.109 -0.063 0.116 0.91
O 1.948 0.512 -1.618 -0.126 -0.393 -0.148 -0.52
C 2.546 1.725 -2.120 -0.089 0.009 -0.007 -0.09
O 1.396 -1.715 -1.360 0.163 0.156 -0.626 -0.53
C 1.609 -3.136 -1.304 0.045 -0.009 0.008 -0.06
H 5.386 -1.721 -3.273 -0.004 -0.006 -0.040 0.10
H 4.395 -0.663 -4.303 0.025 0.014 -0.062 0.08
H 3.980 -2.391 -4.135 0.041 -0.017 -0.058 0.09
H 2.797 2.331 -1.253 0.015 0.035 -0.090 0.08
H 1.833 2.249 -2.756 0.092 0.046 -0.011 0.07
H 3.459 1.488 -2.668 -0.042 0.092 0.024 0.09
H 1.782 -3.376 -0.255 0.008 -0.125 -0.099 0.10
H 2.488 -3.400 -1.894 -0.097 -0.085 0.117 0.09
H 0.720 -3.636 -1.680 0.087 -0.121 0.004 0.08
N 4.733 -2.830 3.577 0.103 0.003 0.060 0.16
C 3.721 -2.213 2.945 0.049 0.025 0.006 -0.30
C 2.388 -2.615 3.114 -0.094 0.082 -0.056 0.01
C 1.395 -1.957 2.432 0.019 -0.086 0.219 -0.14
N 1.592 -0.929 1.595 0.193 -0.122 -0.091 -0.08
C 2.875 -0.553 1.442 0.106 0.172 -0.040 -0.16
C 3.945 -1.136 2.070 -0.189 0.014 0.007 0.01
H 4.555 -3.539 4.266 -0.001 -0.025 0.009 0.12
H 5.670 -2.471 3.522 -0.019 -0.022 -0.009 0.12
H 2.134 -3.421 3.786 -0.025 -0.084 0.040 0.12
H 0.371 -2.257 2.570 -0.114 -0.051 0.021 0.07
H 3.050 0.276 0.768 0.035 0.043 -0.068 0.10
H 4.939 -0.760 1.897 0.144 0.041 -0.035 0.12
```
Positions in Å, forces in eV/Å.

* gap between HOMO and LUMO: 0.32014 Ha
* LUMO: -4.13 eV
* net charge: +2
* HOMO: -12.84 eV

---

No. 3
Molecular formula: C31H49CoN2O2P2
Method: DFT, ωB97M-V with the def2-TZVPD basis set

The geometry in XYZ format:
```
87
Properties=species:S:1:pos:R:3:forces:R:3:mulliken_spin:R:1
C -0.058 2.271 1.388 -0.392 -0.872 1.075 0.00
C -1.266 2.028 -0.616 0.041 0.334 1.027 0.07
C -0.369 3.621 1.452 0.542 -0.228 0.200 0.13
C -1.295 3.458 -0.739 0.174 -1.400 -0.682 0.19
C -0.907 4.234 0.333 -0.166 -0.472 0.461 -0.04
H -0.112 4.103 2.390 0.000 0.462 -0.389 0.00
H -1.568 3.881 -1.701 -0.398 0.067 0.285 -0.01
H -1.072 5.287 0.366 -0.006 0.595 -0.313 0.00
N -0.598 1.470 0.465 0.192 1.601 -0.556 0.06
P 1.491 0.004 2.122 0.765 0.444 0.164 -0.06
P -2.013 -0.605 -0.922 -1.267 -1.028 -0.467 0.01
C 0.745 1.625 2.539 -0.373 0.749 0.253 0.01
H 1.509 2.325 2.912 -0.265 -0.046 -0.229 -0.01
H 0.064 1.483 3.396 0.062 -0.032 -0.354 0.00
C -0.431 -2.103 1.053 -0.460 -5.331 1.455 -0.14
O -0.602 -3.227 1.362 0.322 3.364 -0.859 -0.03
C -2.019 1.089 -1.425 3.220 1.172 -2.112 0.48
H -1.995 1.285 -2.513 -0.560 0.356 0.631 -0.02
C -1.872 -1.911 -2.433 -0.462 0.624 0.096 0.03
C -3.869 -0.304 -0.448 0.169 -0.600 -0.283 0.07
C 3.237 0.554 1.530 -0.355 -0.250 0.820 0.04
C 1.565 -0.924 3.804 0.280 0.532 -0.384 0.02
C -0.723 -2.908 -2.215 0.158 0.102 0.349 -0.01
H -0.838 -3.455 -1.275 0.055 0.080 -0.097 0.00
H -0.738 -3.662 -3.021 -0.077 0.374 0.183 0.00
H 0.260 -2.425 -2.220 -0.213 -0.098 0.035 0.00
C -3.156 -2.742 -2.528 -0.120 -0.043 -0.099 0.01
H -3.312 -3.305 -1.599 -0.066 0.125 -0.254 0.00
H -4.037 -2.132 -2.752 0.168 -0.169 0.121 0.00
H -3.059 -3.485 -3.338 0.085 0.274 0.200 0.00
C -1.611 -1.162 -3.733 0.035 0.032 -0.402 0.02
H -1.532 -1.880 -4.564 0.015 0.059 0.208 0.00
H -2.412 -0.473 -4.011 0.006 0.006 0.099 0.00
H -0.665 -0.610 -3.708 -0.105 -0.008 0.054 -0.01
C -4.511 -1.588 0.092 -0.413 -0.170 0.251 0.01
H -3.780 -2.189 0.661 -0.331 0.164 -0.200 0.00
H -5.331 -1.318 0.783 0.279 -0.178 -0.265 0.00
H -4.944 -2.215 -0.701 0.224 0.232 0.364 0.00
C -3.893 0.757 0.678 0.188 -0.103 0.121 0.04
H -3.327 0.382 1.549 -0.321 0.328 -0.440 0.00
H -3.476 1.718 0.351 -0.183 -0.242 0.151 -0.03
H -4.932 0.955 0.992 0.277 -0.230 -0.202 0.00
C -4.546 0.237 -1.745 -0.346 0.143 -0.065 0.02
H -3.861 0.320 -2.611 -0.577 -0.202 0.497 -0.02
H -5.401 -0.377 -2.071 0.226 0.194 0.262 0.00
H -4.910 1.256 -1.544 -0.029 -0.289 -0.195 0.01
C 2.264 -2.275 3.567 -0.107 0.019 0.136 0.01
H 2.169 -2.873 4.488 0.059 0.100 -0.271 0.00
H 1.782 -2.834 2.749 0.253 0.139 0.248 0.00
H 3.337 -2.155 3.357 -0.423 -0.084 0.088 0.00
C 0.119 -1.169 4.256 0.029 -0.198 -0.199 0.00
H -0.395 -0.237 4.527 0.078 -0.235 -0.089 0.00
H -0.470 -1.686 3.492 0.139 0.230 0.293 0.01
H 0.140 -1.811 5.148 0.027 0.174 -0.147 0.00
C 2.272 -0.135 4.917 0.099 -0.212 0.279 0.00
H 2.062 -0.646 5.869 0.006 0.158 -0.164 0.00
H 3.363 -0.124 4.813 -0.427 0.076 0.008 0.00
H 1.898 0.896 5.013 0.149 -0.279 -0.060 0.00
C 3.114 1.664 0.475 -0.079 -0.128 -0.197 0.00
H 4.123 2.025 0.235 -0.189 -0.003 0.122 0.00
H 2.690 1.298 -0.454 -0.096 0.205 0.152 0.00
H 2.515 2.516 0.816 0.210 -0.089 -0.006 0.00
C 3.916 -0.695 0.945 0.198 0.128 -0.083 0.02
H 3.309 -1.146 0.151 0.347 0.057 0.413 -0.01
H 4.881 -0.388 0.515 -0.112 -0.169 0.047 0.00
H 4.112 -1.455 1.714 -0.004 0.314 -0.307 0.00
C 4.094 1.148 2.657 0.438 0.010 -0.097 0.00
H 3.589 1.960 3.200 0.117 -0.291 -0.071 0.00
H 4.465 0.398 3.366 -0.192 0.213 -0.218 0.00
H 4.983 1.593 2.184 -0.130 -0.071 0.183 0.00
Co -0.146 -0.473 0.469 0.629 -0.177 -0.116 2.10
N 1.413 -0.668 -0.978 4.079 2.086 -4.996 0.03
C 2.117 -0.271 -1.901 -7.090 -2.133 5.050 -0.01
C 2.159 0.349 -3.176 1.016 0.267 -2.700 -0.01
C 3.106 -0.221 -4.064 0.423 1.057 -0.096 -0.01
C 1.345 1.432 -3.665 0.569 -0.110 0.234 0.01
C 3.522 0.494 -5.201 -0.571 0.643 -0.284 0.00
H 3.551 -1.187 -3.811 0.158 0.547 0.028 0.00
C 1.677 2.097 -4.861 0.646 -0.651 0.064 0.00
H 0.448 1.758 -3.138 0.440 -0.045 0.293 -0.01
C 2.821 1.675 -5.588 0.069 -0.385 0.462 -0.01
H 4.424 0.168 -5.755 -0.904 0.125 0.244 0.00
H 1.094 2.975 -5.220 0.410 -0.903 0.424 0.00
H 3.145 2.281 -6.457 -0.154 -0.630 0.633 0.00
O -2.675 -0.997 2.990 -0.362 -0.749 0.124 0.00
H -2.940 -1.928 2.848 0.172 0.677 0.161 0.00
H -3.224 -0.693 3.726 0.076 -0.105 -0.100 0.00
```
Positions in Å, forces in eV/Å.

* gap between HOMO and LUMO (alpha / beta): 0.21833 / 0.25277 Ha
* LUMO (alpha / beta): -2.95 / -3.99 eV
* net charge: +1
* multiplicity: 4
* HOMO (alpha / beta): -8.89 / -10.87 eV

---

- What is the formula in the first record?
  C31H49BClO2PPt